Record 1
Here is an isolated molecule of C4H6O3S in a non-equilibrium geometry from the Open Molecules 2025 dataset. Energies are from the ωB97M-V functional and the def2-TZVPD basis.

Computed properties:
SMILES string: C[C@@H](OC=O)OC=S
Electronic energy, eV: -21216.8383

Geometry (Å):
C  -1.31916  -0.37609  -0.91664
C  0.01566  -0.14567  -0.46128
O  0.23433  1.14816  0.03871
C  1.47998  1.72308  -0.34965
O  2.15499  1.46947  -1.73469
O  0.48353  -1.08903  0.50519
C  0.10158  -1.06348  1.71324
S  -1.02544  -0.12450  2.46721
H  -2.12611  0.16320  -0.35993
H  -1.42387  -1.60540  -0.54527
H  -1.42343  -0.28467  -2.12372
H  0.79441  -0.38928  -1.27313
H  1.71688  2.55443  0.62690
H  0.33666  -1.98022  2.41305

---

Record 2
Here is a structure of composition C4H6O3Tl in a non-equilibrium geometry from the Open Molecules 2025 dataset. Energies are from the ωB97M-V functional and the def2-TZVPD basis.

Computed properties:
Charge: +3
Electronic energy, eV: -15037.4723

Geometry (Å):
O  1.09986  0.90838  -0.23086
Tl  3.13682  0.65769  -0.31385
O  2.11213  -1.00621  0.01045
C  1.04963  -0.38010  -0.18919
O  -0.12296  -0.94940  -0.25721
C  -0.23152  -2.37901  -0.08560
H  -1.29482  -2.60275  -0.19711
H  0.35386  -2.88035  -0.86201
H  0.11941  -2.64906  0.91506
C  -0.64480  2.24473  -0.17872
C  -1.33908  2.12172  0.85573
H  -0.55772  2.64318  -1.18524
H  -1.66112  1.45710  1.65146
H  -2.01969  2.81406  0.06708

---

Record 3
Here is a cluster of 2 separate species, C4H6O4 in total in a non-equilibrium geometry from the Open Molecules 2025 dataset. Energies are from the ωB97M-V functional and the def2-TZVPD basis.

Computed properties:
Charge: -2
Electronic energy, eV: -12434.8378

Geometry (Å):
C  1.30264  1.28457  0.01089
C  2.20641  0.46778  0.81493
O  2.70751  -0.41555  0.07370
O  2.41711  0.66567  2.05735
H  1.24622  0.67927  -0.93584
H  1.69962  2.20605  -0.31495
H  0.30985  1.36177  0.39842
C  -1.07413  -0.85163  -0.04639
C  -2.41999  -0.98425  -0.68943
O  -3.05277  -1.91398  -0.09481
O  -2.81721  -0.29574  -1.63133
H  -1.32430  -0.46636  0.95514
H  -0.70166  0.05356  -0.47014
H  -0.49931  -1.79116  -0.12754

---

Record 4
Here is a structure of composition C4H6O4S2 in a non-equilibrium geometry from the Open Molecules 2025 dataset. Energies are from the ωB97M-V functional and the def2-TZVPD basis.

Computed properties:
Electronic energy, eV: -34099.2489

Geometry (Å):
C  -0.64086  0.66523  1.40327
C  0.65719  0.88626  0.84918
C  1.04319  0.31420  -0.52166
C  1.08101  -1.15699  -0.31947
O  -3.17507  1.00532  0.26635
O  -1.21611  1.93621  -0.90812
O  -1.06455  -3.02929  -0.00280
O  -1.41756  -0.54455  -0.84235
S  -1.79561  0.92419  -0.07593
S  -0.73183  -1.66164  0.24733
H  0.33078  2.02583  0.82292
H  1.39350  0.79399  1.68557
H  0.35632  0.50886  -1.22713
H  2.05916  0.65689  -0.84380
H  1.32776  -1.85854  -1.04388
H  1.79267  -1.46597  0.51053

---

Record 5
Here is a cluster of 3 separate species, C4H6O5 in total in a non-equilibrium geometry from the Open Molecules 2025 dataset. Energies are from the ωB97M-V functional and the def2-TZVPD basis.

Computed properties:
Charge: -2
Electronic energy, eV: -14473.1708

Geometry (Å):
C  -1.80595  3.52397  3.24280
C  -1.61051  2.04827  2.81626
C  -2.87543  1.72773  2.63989
C  -0.32600  1.34878  2.68681
O  0.76298  1.93772  2.98400
O  -0.46775  0.20749  2.28150
H  -2.97861  3.37043  3.07727
H  -1.85778  3.83066  4.31007
H  -1.67740  4.38320  2.55616
H  -3.38440  0.83459  2.31801
H  -3.65975  2.60101  2.92723
H  -5.65617  5.80466  3.90636
O  -4.90198  6.34904  3.50625
O  -5.24060  2.81067  7.02268
O  -6.31499  2.89262  6.37476

---

Record 6
Here is a structure of composition C4H6O5 in a non-equilibrium geometry from the Open Molecules 2025 dataset. Energies are from the ωB97M-V functional and the def2-TZVPD basis.

Computed properties:
Electronic energy, eV: -14478.1736

Geometry (Å):
C  -0.40304  0.64506  0.14717
C  0.57568  1.57771  0.84797
C  -0.29261  0.56636  -1.29127
C  -0.17841  -0.90781  0.54897
O  -0.67101  -1.15965  -1.23365
O  0.13442  -2.06444  -2.03755
O  -1.24163  -1.28984  1.33068
O  0.21236  1.02042  -2.24757
O  0.95005  -1.36225  0.75381
H  0.82652  -1.41663  -2.29936
H  -0.89062  -1.99579  1.90175
H  -1.44510  0.89232  0.37153
H  1.41958  1.06695  1.31436
H  0.02306  2.04795  1.66600
H  0.98075  2.37962  0.22717

---

Record 7
Here is a structure of composition C4H6O5Pt in a non-equilibrium geometry from the Open Molecules 2025 dataset. Energies are from the ωB97M-V functional and the def2-TZVPD basis.

Computed properties:
Charge: +1
Electronic energy, eV: -17711.9660
Spin multiplicity: 4

Geometry (Å):
H  2.12583  -0.33214  -0.61053
O  0.05032  -0.17009  -0.59742
O  0.53009  -0.18736  -3.26076
C  1.30629  0.27746  -1.03164
C  1.40308  0.20521  -2.52753
H  1.50479  1.32309  -0.73521
H  2.37751  0.56833  -2.92138
O  0.86419  -0.77616  1.48772
C  -0.12540  -0.18284  0.76648
O  -1.14500  -1.06001  1.08241
Pt  -0.26347  -1.64374  2.46756
O  -0.41316  1.05539  1.27935
C  -1.93495  1.23645  1.13690
H  -2.05493  2.30248  0.89691
H  -2.44476  0.75387  0.29164
H  -2.35997  1.08853  2.13325

---

Record 8
Here is a cluster of 2 separate species, C4H6O6S in total in a non-equilibrium geometry from the Open Molecules 2025 dataset. Energies are from the ωB97M-V functional and the def2-TZVPD basis.

Computed properties:
Electronic energy, eV: -27359.9758

Geometry (Å):
C  0.19473  -0.82051  -0.87559
C  -0.55664  0.31285  -0.35266
C  -0.22513  -0.49735  1.85649
C  0.49987  -1.78070  0.03435
O  3.49756  1.56585  -0.97134
O  2.61549  -0.10519  0.61641
O  -1.09680  0.17820  0.95572
O  0.24504  -1.69430  1.33642
O  -0.08558  2.63336  -0.32257
O  0.47435  1.25964  -0.38994
S  2.65902  0.43416  -0.74136
H  0.57386  -0.69824  -1.86323
H  -1.44398  0.55400  -0.79193
H  0.50248  0.25928  1.91298
H  -0.70221  -0.73080  2.77951
H  1.01585  -2.71333  -0.12336
H  0.69584  3.05453  -0.75716

---

Record 9
Here is a cluster of 2 separate species, C4H6O7 in total in a non-equilibrium geometry from the Open Molecules 2025 dataset. Energies are from the ωB97M-V functional and the def2-TZVPD basis.

Computed properties:
Charge: -1
Electronic energy, eV: -18578.0462
Spin multiplicity: 2

Geometry (Å):
O  1.24447  0.71709  -1.84292
C  1.34684  -0.36453  -1.04601
C  0.11160  -1.11909  -0.68539
O  0.33943  -1.75646  0.57619
C  -0.70490  -2.33685  1.14283
O  -1.60181  -2.84956  0.51382
O  -0.87850  -1.77843  2.33927
H  0.45733  1.28398  -1.57624
H  2.34019  -0.80744  -0.93928
H  0.08297  -1.93220  -1.46644
H  -0.79526  -0.50102  -0.74619
H  -1.77304  -1.33509  2.31935
H  0.76942  1.32473  0.70456
O  0.62474  2.27898  0.96041
C  -0.30244  2.88086  0.15202
O  -0.68657  3.99270  0.52918
O  -0.57449  2.30234  -0.93514

---

Record 10
Here is a structure of composition C4H6O7Pb in a non-equilibrium geometry from the Open Molecules 2025 dataset. Energies are from the ωB97M-V functional and the def2-TZVPD basis.

Computed properties:
Charge: -1
Electronic energy, eV: -23826.1836
Spin multiplicity: 2

Geometry (Å):
O  -2.07825  -0.79438  -0.65478
C  -2.34297  -1.11285  0.54835
O  -2.94344  -2.21528  0.76176
O  -1.81640  -0.48440  1.56810
Pb  -2.61931  -2.83455  -1.34320
O  0.93019  0.86170  2.53820
C  0.12470  -0.08542  3.20758
C  -0.42777  -1.08971  2.22870
H  1.29449  1.47909  3.17737
H  -0.69929  0.40623  3.75061
H  0.69646  -0.63959  3.96872
H  0.15449  -1.08266  1.29681
H  -0.81600  -1.93590  2.81233
O  1.59831  -2.84614  2.02334
C  1.58181  -3.76059  1.16396
O  0.78992  -3.93059  0.22026
O  2.45691  -4.78106  1.44011
H  2.37171  -5.44069  0.74220

---

Which formula does entry 7 have? C4H6O5Pt

---

Which value of electronic energy does entry 1 give? -21216.8383 eV